# C9H7Br2ClN2O4

C9H7Br2ClN2O4 as an isolated structure at a distorted geometry (the ωB97M-V functional and the def2-TZVPD basis, the Open Molecules 2025 dataset).

Each line ends with the Mulliken charge.
Cartesian coordinates (Å):
C 3.095 -0.146 1.171  -1.3129
C 2.077 -0.687 0.230  0.6061
Br 1.312 -2.364 0.696  -0.1773
C 1.715 -0.079 -0.900  0.1653
Br 2.541 1.486 -1.381  0.0048
O 0.781 -0.604 -1.793  -0.3649
C -0.362 0.135 -1.860  -0.1764
O -0.652 0.864 -2.755  -0.4556
C -1.297 -0.149 -0.714  0.6500
C -1.649 -1.471 -0.495  -0.4704
C -2.529 -1.794 0.498  -0.5484
N -3.018 -0.816 1.274  0.0292
C -2.706 0.469 1.100  -0.3549
C -1.843 0.851 0.091  0.7537
O -1.643 2.158 -0.042  -0.5596
N -0.128 2.597 -0.158  0.4752
O -0.080 3.609 -0.632  -0.2111
H 3.176 -0.765 2.057  0.3908
H 4.065 -0.053 0.680  0.3060
H 2.799 0.848 1.502  0.3332
H -1.240 -2.267 -1.092  0.5899
H -2.858 -2.796 0.705  0.4351
H -3.670 -1.052 2.007  0.2664
H -3.153 1.195 1.756  0.4570
Cl 5.269 0.830 -1.944  -0.8312

Atoms 1-2, force components in eV/Å:
C 0.05 0.10 0.22
C -0.20 -0.13 -0.20

- Lowest unoccupied orbital energy: -2.581 eV
- Kohn-Sham gap: 0.1226 Ha

***

# C34H57N3O3SiZn

C34H57N3O3SiZn as an isolated structure at a distorted geometry (the ωB97M-V functional and the def2-TZVPD basis, the Open Molecules 2025 dataset).

Each line ends with the Mulliken charge.
Cartesian coordinates (Å):
O 0.938 0.904 1.434  0.1975
O 3.298 1.753 -0.621  0.1475
C 0.110 1.890 2.080  -0.0378
C -0.262 1.621 3.526  -1.5497
H -0.811 2.045 1.474  0.0811
H 0.661 2.851 1.995  0.2774
H -1.091 0.902 3.571  0.2181
H -0.599 2.556 3.985  0.4706
H 0.586 1.231 4.099  0.3770
C 1.357 -0.250 2.213  0.5731
C 2.810 -0.091 2.583  -1.2940
H 1.225 -1.130 1.562  -0.4178
H 0.727 -0.420 3.106  0.1190
H 3.378 0.247 1.710  -0.1891
H 3.207 -1.042 2.935  0.5293
H 2.924 0.630 3.399  0.3271
C 3.943 0.977 -1.663  -0.0243
C 4.147 2.750 -0.010  -0.3961
C 4.172 -0.454 -1.237  -1.2254
H 4.897 1.456 -1.942  0.5302
H 3.283 1.010 -2.545  -0.1029
H 4.875 -0.496 -0.397  0.3894
H 4.604 -1.001 -2.082  0.4439
H 3.230 -0.931 -0.937  -0.0327
C 5.380 2.136 0.629  -1.2617
H 3.527 3.247 0.753  0.2552
H 4.441 3.512 -0.763  0.3127
H 5.096 1.327 1.315  0.2253
H 5.912 2.906 1.199  0.4395
H 6.050 1.735 -0.144  0.3211
H 1.142 1.387 -0.427  -0.5346
N -2.518 -1.767 1.376  0.9879
C -3.393 -2.639 0.844  1.2286
C -3.504 -2.928 -0.527  -2.3531
C -2.630 -2.607 -1.585  1.5369
C -4.308 -3.396 1.771  -1.4983
H -4.639 -2.751 2.594  0.2461
H -3.835 -4.296 2.198  0.1990
H -5.197 -3.727 1.221  0.5041
C -2.799 -3.326 -2.893  -1.4868
H -1.895 -3.895 -3.154  0.2526
H -3.018 -2.623 -3.714  0.2596
H -3.642 -4.017 -2.774  0.4839
N -1.703 -1.647 -1.517  1.0579
C -2.139 -1.824 2.753  -0.7266
C -2.697 -0.949 3.730  0.9006
C -3.751 0.085 3.407  -1.6731
C -2.320 -1.082 5.070  -0.3207
H -2.771 -0.420 5.821  0.4305
C -1.414 -2.063 5.471  -0.8595
H -1.121 -2.144 6.520  0.4016
C -0.913 -2.950 4.524  -0.8747
H -0.257 -3.768 4.830  0.4009
C -1.263 -2.853 3.184  1.5229
C -0.758 -3.894 2.232  -1.7400
C -0.746 -1.365 -2.535  -1.0686
C -0.966 -0.334 -3.486  1.3811
C -2.225 0.479 -3.433  -1.3549
C 0.051 -0.014 -4.388  -0.6734
H -0.144 0.756 -5.142  0.4262
C 1.299 -0.635 -4.303  -1.0318
H 2.112 -0.334 -4.971  0.4006
C 1.502 -1.659 -3.375  -0.8087
H 2.448 -2.211 -3.330  0.3951
C 0.500 -2.021 -2.480  1.6604
C 0.770 -3.059 -1.435  -1.0869
Zn -1.931 -0.409 -0.032  -0.1666
H -3.494 1.059 3.867  0.4423
H -4.724 -0.216 3.843  0.4268
H -3.873 0.239 2.326  0.1159
H -0.477 -3.468 1.260  0.1476
H -1.505 -4.686 2.059  0.2876
H 0.126 -4.388 2.661  0.4883
H -2.261 1.207 -4.255  0.4739
H -2.320 1.055 -2.496  0.0745
H -3.119 -0.153 -3.514  0.2401
H -0.074 -3.751 -1.311  0.3825
H 0.994 -2.614 -0.449  -0.0375
H 1.653 -3.634 -1.749  0.5321
H -4.339 -3.578 -0.788  0.2903
C 0.477 1.618 -1.309  2.7899
Si 0.772 3.347 -2.064  0.2985
H 0.596 0.828 -2.068  -1.3007
H -0.550 1.555 -0.918  -0.6060
C 1.146 4.596 -0.724  -0.9713
C -0.782 3.915 -2.967  -1.1553
C 2.181 3.394 -3.307  -0.9660
H 2.086 4.300 -3.927  0.4578
H 2.145 2.521 -3.971  0.2559
H 3.172 3.420 -2.832  0.1606
H 0.259 4.809 -0.116  0.3194
H 1.454 5.524 -1.222  0.3464
H 1.955 4.284 -0.057  0.0834
H -1.687 3.757 -2.366  0.2907
H -0.914 3.393 -3.925  0.2728
H -0.711 4.991 -3.185  0.3804
O -4.822 2.560 0.295  -0.6729
C -3.847 1.904 0.074  0.8421
N -2.851 1.247 -0.138  -0.8118

Atoms 1-2, force components in eV/Å:
O -0.63 -1.08 1.35
O 1.12 0.24 -0.14

- Lowest unoccupied orbital energy: 0.501 eV
- Kohn-Sham gap: 0.3182 Ha

***

# C9H21O5

A 2-piece molecular cluster, C9H21O5 overall at a distorted geometry (the ωB97M-V functional and the def2-TZVPD basis, the Open Molecules 2025 dataset).

Each line ends with the Mulliken spin population.
Cartesian coordinates (Å):
O 2.434 -0.349 -1.415  0.7759
C 2.143 -1.445 -2.190  -0.0167
C 1.434 -2.577 -1.475  -0.0023
O 0.109 -2.190 -1.220  0.0043
C -0.640 -3.152 -0.524  0.0006
H 3.109 -1.808 -2.594  0.0616
H 1.558 -1.113 -3.072  0.0186
H 1.957 -2.800 -0.527  -0.0020
H 1.455 -3.482 -2.110  0.0026
H -1.598 -2.691 -0.253  0.0001
H -0.755 -4.064 -1.135  0.0000
H -0.158 -3.447 0.425  0.0002
C 1.906 2.877 0.027  0.0006
O 1.296 1.630 0.245  -0.0004
C 0.739 1.006 -0.881  -0.0329
H 2.747 2.786 -0.683  0.0000
H 1.188 3.609 -0.383  0.0005
H 2.277 3.241 0.993  -0.0002
H 0.390 0.028 -0.520  0.0350
H 1.080 1.467 -1.830  0.0074
C -1.059 1.571 -1.022  0.1472
O -1.779 1.051 0.044  0.0142
C -1.842 1.871 1.194  0.0030
C -2.244 1.060 2.409  0.0006
O -1.193 0.331 2.996  0.0001
C -0.817 -0.845 2.319  -0.0020
H -1.072 2.671 -1.054  0.0000
H -1.384 1.100 -1.957  -0.0138
H -2.587 2.668 1.021  -0.0016
H -0.875 2.359 1.398  -0.0005
H -2.599 1.757 3.181  -0.0001
H -3.085 0.393 2.143  -0.0003
H -0.083 -1.367 2.947  -0.0001
H -1.693 -1.499 2.166  0.0000
H -0.359 -0.646 1.339  0.0002

Atoms 1-2, force components in eV/Å:
O 0.78 -0.39 0.11
C -0.20 0.22 -0.40

- Multiplicity: 2
- Lowest unoccupied orbital energy (spin up / spin down): 0.985 / -1.165 eV
- Kohn-Sham gap (spin up / spin down): 0.3259 / 0.2479 Ha